[1]
{
  "formula": "C27H15Cl5N2NaO2S5",
  "method": "ωB97M-V/def2-TZVPD",
  "symbols": ["Na", "Cl", "C", "C", "Cl", "C", "Cl", "C", "O", "C", "Cl", "C", "Cl", "S", "C", "S", "C", "S", "C", "N", "N", "C", "C", "C", "C", "C", "C", "S", "H", "H", "H", "H", "H", "O", "S", "C", "C", "C", "C", "C", "C", "C", "C", "C", "C", "C", "C", "H", "H", "H", "H", "H", "H", "H", "H", "H", "H"],
  "coordinates": [[-0.4296, 0.0552, 0.2342], [5.3796, 4.5951, 0.0310], [3.8408, 3.8183, 0.0218], [3.7412, 2.4294, 0.0021], [5.1795, 1.4854, 0.0260], [2.5118, 1.8103, -0.0357], [2.3801, 0.1042, -0.0859], [1.2773, 2.5326, -0.0365], [0.1649, 1.9693, -0.0766], [1.4396, 3.9518, 0.0090], [-0.0031, 4.8851, 0.0386], [2.6702, 4.5692, 0.0251], [2.7778, 6.2857, 0.0439], [-4.1292, 0.0119, 0.1995], [-2.7311, -0.0628, -0.4785], [0.1407, -8.0658, 1.7612], [-0.2858, -6.5259, 1.3177], [0.9378, -5.3663, 0.8640], [-0.3920, -4.1748, 0.4675], [-1.5416, -4.6735, 0.7506], [-1.5225, -5.9577, 1.2137], [-2.7773, -6.5110, 1.4750], [-3.9088, -5.6999, 1.2946], [-5.1692, -6.1967, 1.5382], [-5.3457, -7.5050, 1.9648], [-4.2317, -8.3107, 2.1373], [-2.9619, -7.8301, 1.8983], [-0.0193, -2.7290, -0.2327], [-3.7768, -4.6836, 0.9597], [-6.0257, -5.5533, 1.3911], [-6.3359, -7.8904, 2.1580], [-4.3435, -9.3362, 2.4617], [-2.1128, -8.4770, 2.0357], [-0.1162, -0.0801, 2.1692], [0.9485, 0.5642, 2.9505], [1.2336, -0.6014, 4.3154], [2.0791, -0.3284, 5.3862], [2.2364, -1.2735, 6.3828], [1.5681, -2.4900, 6.3158], [0.7276, -2.7569, 5.2413], [0.5634, -1.8146, 4.2491], [0.0919, 1.7663, 3.9761], [-1.2417, 1.5417, 4.2946], [-1.9278, 2.4530, 5.0640], [-1.2836, 3.6002, 5.5270], [0.0502, 3.8213, 5.2053], [0.7433, 2.9105, 4.4336], [2.6025, 0.6152, 5.4436], [2.8898, -1.0698, 7.2214], [1.7044, -3.2288, 7.0929], [0.2131, -3.7042, 5.1704], [-0.0716, -1.9980, 3.3965], [-1.7174, 0.6550, 3.9039], [-2.9701, 2.2844, 5.2961], [-1.8261, 4.3216, 6.1212], [0.5414, 4.7224, 5.5472], [1.7743, 3.0857, 4.1619]],
  "forces_ev_per_a": [[-1.1810, -1.0200, -1.7693], [0.3015, 0.1084, 0.0207], [0.0592, -0.0272, 0.0069], [-0.0556, 0.1598, -0.0090], [0.2697, -0.2052, -0.0098], [0.1266, 0.1983, 0.0269], [0.1370, -0.4943, -0.0790], [0.0941, 0.1162, -0.0829], [0.3146, 0.9906, -0.0404], [-0.0996, 0.1475, 0.0274], [-0.2823, 0.0914, -0.0013], [0.0424, -0.2284, -0.0028], [-0.0015, 0.3770, 0.0239], [-1.7403, 0.0730, 0.7858], [1.3899, 0.0143, -0.7600], [0.4328, -0.6171, 0.2369], [-0.0323, 0.1872, -0.0336], [-1.3696, 0.0820, -0.0114], [0.9420, -0.9363, 0.3113], [-0.9568, 0.7154, -0.1901], [1.7645, -0.1727, -0.0402], [-0.9059, -0.3808, 0.1650], [0.3517, 0.1526, -0.0652], [-0.1735, -0.1877, 0.0788], [-0.0053, -0.0971, 0.0244], [-0.4076, 0.0656, 0.0132], [0.3542, 0.0813, -0.0446], [0.4770, 0.8287, -0.4462], [0.0383, 0.0179, -0.0006], [-0.0276, 0.0573, -0.0079], [-0.1211, -0.0420, 0.0129], [-0.0356, -0.0768, 0.0341], [-0.0586, 0.0759, -0.0093], [-0.0279, -0.4151, 1.1989], [0.2140, 0.2031, 1.0323], [0.1091, -0.2220, 0.2548], [-0.1246, 0.1142, -0.3532], [0.0633, -0.1524, 0.1723], [-0.1327, 0.0300, -0.1815], [0.2546, -0.1449, 0.4494], [-0.0266, 0.4088, -0.5239], [0.0355, 0.5634, 0.4197], [0.3412, -0.3405, -0.3835], [0.0005, 0.4570, 0.2747], [0.0715, -0.2612, -0.1794], [-0.2860, 0.2570, 0.2928], [-0.0120, -0.5957, -0.4347], [0.0588, 0.1181, 0.0068], [0.0300, 0.0469, 0.0055], [0.0181, -0.0310, 0.0575], [-0.0417, -0.0531, -0.0097], [-0.1265, -0.0834, -0.1572], [-0.1592, -0.0831, -0.0876], [-0.0401, -0.0211, 0.0007], [-0.0228, 0.0610, 0.0345], [0.0452, 0.0269, 0.0068], [0.1171, 0.0625, -0.0606]],
  "lowdin_charge": [-0.091, 0.605, -0.751, -0.723, 0.653, -0.608, 0.768, -0.521, -0.119, -0.622, 0.689, -0.733, 0.637, 0.217, -0.794, 0.514, -1.103, 0.893, -1.174, -0.025, -0.148, -0.181, -0.013, -0.098, -0.122, -0.111, -0.065, 0.558, 0.106, 0.099, 0.085, 0.092, -0.009, -0.540, 1.030, -0.326, -0.083, -0.099, -0.091, -0.065, -0.053, -0.341, -0.047, -0.069, -0.087, -0.094, -0.084, 0.105, 0.096, 0.095, 0.109, 0.113, 0.122, 0.104, 0.094, 0.098, 0.109],
  "total_charge": -2,
  "multiplicity": 2
}


[2]
{
  "formula": "C27H15F8MoNO2S5",
  "method": "ωB97M-V/def2-TZVPD",
  "symbols": ["Mo", "S", "C", "C", "C", "C", "C", "C", "S", "C", "C", "C", "C", "C", "C", "C", "S", "C", "C", "C", "C", "C", "C", "S", "N", "H", "H", "H", "H", "H", "H", "H", "H", "H", "H", "H", "H", "H", "H", "H", "F", "C", "C", "F", "C", "F", "C", "S", "C", "F", "C", "F", "F", "C", "F", "F", "C", "O", "O"],
  "coordinates": [[-1.0333, 0.1300, -1.1690], [-0.3953, 1.9708, -2.3561], [1.0524, 1.5258, -3.2887], [1.7040, 2.4956, -4.0475], [2.8290, 2.1704, -4.7887], [3.3159, 0.8695, -4.7990], [2.6680, -0.1069, -4.0594], [1.5542, 0.2274, -3.3007], [0.7432, -1.0248, -2.3176], [1.9540, -1.0999, -0.9331], [1.3398, -1.0642, 0.4325], [2.0365, -1.5705, 1.5209], [1.4690, -1.4894, 2.7800], [0.2096, -0.9327, 2.9248], [-0.4531, -0.4636, 1.7997], [-1.8747, 0.0075, 1.9042], [-2.3259, 1.2037, 0.5901], [-4.0057, 0.7391, 0.2244], [-4.9729, 0.9146, 1.2087], [-6.2886, 0.5765, 0.9565], [-6.6261, 0.0857, -0.3018], [-5.6671, -0.0622, -1.2839], [-4.3233, 0.2649, -1.0528], [-3.1871, 0.1020, -2.3762], [0.1319, -0.5009, 0.5878], [1.3185, 3.5071, -4.0530], [3.3233, 2.9364, -5.3719], [4.1861, 0.6148, -5.3888], [3.0195, -1.1317, -4.0709], [2.6005, -0.2323, -1.0672], [2.5565, -1.9996, -1.0420], [2.9991, -2.0397, 1.3704], [1.9946, -1.8774, 3.6429], [-0.2705, -0.8809, 3.8917], [-2.0515, 0.4480, 2.8847], [-2.5435, -0.8455, 1.7718], [-4.6879, 1.3184, 2.1733], [-7.0409, 0.6986, 1.7235], [-7.6517, -0.1845, -0.5187], [-5.9395, -0.4481, -2.2577], [6.0813, 0.9168, 1.8350], [4.8230, 1.2652, 2.0343], [3.9793, 1.4505, 0.9478], [4.4408, 1.2607, -0.2863], [2.6665, 1.8044, 1.1629], [1.8715, 1.9103, 0.1117], [2.1420, 1.9978, 2.4563], [0.5248, 2.4661, 2.7027], [3.0321, 1.7904, 3.5293], [2.6098, 1.9409, 4.7742], [4.3479, 1.4316, 3.3291], [5.1696, 1.2446, 4.3561], [-1.6084, -4.4204, 1.3930], [-2.2538, -3.9064, 0.3298], [-3.4209, -3.4236, 0.7711], [-2.5159, -4.9127, -0.5114], [-1.3722, -2.8235, -0.3492], [-0.2225, -3.1356, -0.6180], [-1.9618, -1.7091, -0.5116]],
  "forces_ev_per_a": [[-0.4670, -0.2466, 0.0565], [0.2266, 0.1310, 0.1832], [-0.0196, -0.0176, -0.0238], [0.0312, -0.0053, -0.0321], [-0.0212, 0.0112, 0.0079], [0.0035, -0.0095, -0.0103], [-0.0009, -0.0103, -0.0056], [-0.0145, 0.0029, 0.0395], [0.1134, 0.0405, -0.1469], [0.0200, 0.0488, -0.0104], [0.0293, -0.0445, 0.1021], [-0.0394, 0.0130, 0.0057], [0.0027, -0.0112, -0.0037], [-0.0103, -0.0050, -0.0505], [0.0503, -0.0097, 0.0967], [-0.0700, -0.0503, 0.0364], [0.0294, 0.1839, -0.1051], [0.0277, -0.0163, -0.0213], [-0.0311, -0.0004, 0.0197], [0.0134, 0.0077, 0.0010], [0.0122, -0.0055, -0.0138], [-0.0136, 0.0054, 0.0183], [-0.0527, 0.0589, 0.0303], [0.2706, -0.1126, 0.1436], [-0.1141, 0.1231, -0.4049], [-0.0110, 0.0010, 0.0107], [0.0026, 0.0018, 0.0001], [0.0019, -0.0010, 0.0012], [0.0075, 0.0023, -0.0033], [0.0071, -0.0122, -0.0077], [-0.0318, -0.0200, 0.0145], [0.0061, 0.0054, -0.0078], [0.0044, -0.0053, 0.0001], [-0.0109, 0.0099, 0.0007], [-0.0011, -0.0097, 0.0015], [0.0202, -0.0037, -0.0371], [0.0043, -0.0027, 0.0023], [-0.0008, -0.0009, 0.0026], [-0.0041, -0.0008, 0.0060], [0.0016, 0.0039, -0.0046], [0.0509, -0.0150, 0.0055], [-0.0509, 0.0164, -0.0338], [0.0243, 0.0126, 0.0594], [0.0286, -0.0117, -0.0383], [-0.0887, -0.1252, 0.0279], [0.0496, 0.2019, -0.0994], [-0.0063, 0.0513, 0.0254], [0.0553, -0.0169, -0.0024], [0.0040, 0.0099, -0.0092], [0.0076, -0.0058, 0.0207], [-0.0493, 0.0093, -0.0075], [0.0217, -0.0081, 0.0349], [0.0078, -0.0024, 0.0223], [0.0098, 0.0367, -0.0012], [-0.0114, -0.0074, 0.0114], [-0.0005, -0.0162, -0.0336], [0.0165, 0.0681, 0.0426], [0.0183, -0.0517, -0.0290], [-0.0592, -0.1952, 0.1127]],
  "lowdin_charge": [0.679, 0.578, -0.632, -0.110, -0.077, -0.082, -0.097, -0.527, 0.952, -0.309, -0.321, -0.004, -0.026, -0.022, -0.352, -0.355, 0.895, -0.521, -0.109, -0.092, -0.081, -0.115, -0.668, 0.579, -0.011, 0.103, 0.106, 0.104, 0.111, 0.077, 0.101, 0.128, 0.121, 0.127, 0.086, 0.098, 0.106, 0.100, 0.105, 0.101, 0.160, -0.120, -0.144, 0.134, -0.248, 0.087, -0.549, 0.878, -0.239, 0.111, -0.138, 0.140, 0.139, -0.544, 0.148, 0.160, -0.539, 0.044, -0.221],
  "multiplicity": 3
}


For each record above, in turn, the calculated energy above the lowest of the compared OMol25 structures with the same formula, charge and spin values are 100.2; 126.9 kJ/mol.
For each record above, in turn, the calculated electronic energy values are -156522.4370; -111600.6652 eV.